(1)
18
Properties=species:S:1:pos:R:3:forces:R:3:lowdin_charge:R:1 method="wB97M-V/def2-TZVPD" charge=0 mol_weight_g_mol=106.17 homo_ev=-8.3252 smiles="C1=C[C@@H]2CCC=C2C1" max_force_ev_per_a=3.87 de_lowest_kcal_mol=68.3 e_tot_ha=-310.7268 lumo_ev=1.13
C -2.26555 -0.17620 0.10113 -1.187 3.094 1.998 -0.061
C -1.39391 -1.14836 -0.00213 -1.903 -2.962 -1.603 -0.095
C -0.08996 -0.67396 -0.41222 0.733 -0.049 0.669 -0.325
C 1.20887 -1.09388 0.22329 0.196 -0.757 3.270 -0.161
C 2.09828 0.15910 0.12716 1.801 0.254 -0.800 -0.175
C 1.05431 1.25691 -0.12865 2.940 0.948 -0.424 -0.068
C -0.15600 0.81448 -0.21843 -1.080 -2.028 0.517 -0.229
C -1.52375 1.19928 0.20172 -1.010 -0.179 -2.753 -0.105
H -3.37238 -0.06536 0.25689 1.193 -1.047 -0.312 0.117
H -1.70366 -2.17724 -0.31144 0.202 0.664 0.931 0.127
H -0.03238 -0.86135 -1.47230 0.211 -0.074 -0.784 0.154
H 1.05916 -1.30298 1.35633 -0.181 0.488 -1.606 0.142
H 1.60482 -2.05996 -0.09240 0.270 0.344 -0.568 0.105
H 2.84611 0.34733 1.02972 -1.885 -0.273 -1.652 0.138
H 2.79070 0.06879 -0.75683 -0.461 0.108 0.621 0.105
H 1.30887 2.19259 -0.57957 0.517 1.176 1.076 0.102
H -2.02760 1.90410 -0.49828 0.216 -0.066 0.665 0.120
H -1.40593 1.61670 1.17601 -0.571 0.360 0.754 0.107

=====

(2)
29
Properties=species:S:1:pos:R:3:forces:R:3:lowdin_charge:R:1 method="wB97M-V/def2-TZVPD" charge=+1 mol_weight_g_mol=606.25 homo_ev="-13.1794 / -12.9801" s2=0.798 max_force_ev_per_a=3.42 de_lowest_kcal_mol=0.0 e_tot_ha=-4960.1512 multiplicity=2 lumo_ev="-5.55 / -7.65"
Au -0.99544 0.69041 -0.06261 -0.336 0.328 -0.061 0.613
C -1.65803 -0.22790 2.94001 0.014 -0.001 -0.016 -0.056
O -0.66704 0.29761 2.02513 0.085 -0.027 0.050 -0.385
C 0.69829 -0.08829 2.33915 -0.078 0.010 0.006 -0.143
C 1.11519 -1.32558 1.58907 -0.006 -0.004 0.011 -0.210
O 1.05053 -1.01435 0.21242 0.022 0.018 -0.010 -0.286
C 1.45675 -2.09469 -0.62676 -0.016 0.006 0.006 -0.069
H -1.40055 0.10815 3.94264 0.002 0.001 0.004 0.108
H -1.68286 -1.31547 2.89052 -0.005 0.001 -0.004 0.077
H -2.61719 0.18725 2.64817 0.000 -0.006 -0.008 0.059
H 0.76449 -0.23058 3.41698 0.015 -0.001 0.001 0.142
H 1.32093 0.75753 2.04842 0.009 0.012 -0.003 0.126
H 0.46345 -2.17563 1.82293 -0.004 0.007 -0.008 0.114
H 2.13774 -1.58643 1.88398 0.005 0.001 -0.003 0.147
H 2.50494 -2.34048 -0.44566 0.006 0.001 0.006 0.101
H 1.33563 -1.76581 -1.65590 -0.009 -0.003 0.001 0.096
H 0.83720 -2.97658 -0.44878 -0.002 0.007 -0.004 0.077
S -1.17318 1.37193 -2.22727 0.297 -0.419 -0.824 0.617
C 0.29872 2.28440 -2.01728 -2.148 -0.404 2.635 -1.032
S 0.46379 2.68484 -0.35060 0.945 -0.144 -0.680 0.766
C 1.14715 2.65216 -3.02297 1.143 0.667 -1.227 -0.273
C 0.87717 2.23791 -4.35982 0.214 0.130 0.457 -0.161
N 0.62837 1.84958 -5.41353 -0.054 -0.026 -0.193 0.257
C 2.30707 3.42352 -2.72247 -0.302 -0.281 -0.224 -0.169
N 3.25429 4.01321 -2.44359 0.124 0.124 0.030 0.252
Cl -4.47199 -0.29673 0.55432 -0.114 -0.020 0.036 0.207
Ge -2.73866 -0.99325 -0.44846 0.250 0.201 0.035 -0.401
Cl -2.08325 -2.81969 0.42165 -0.020 -0.143 0.039 0.232
Cl -3.17352 -1.30705 -2.48969 -0.038 -0.036 -0.051 0.195

=====

(3)
22
Properties=species:S:1:pos:R:3:forces:R:3:lowdin_charge:R:1 method="wB97M-V/def2-TZVPD" charge=0 mol_weight_g_mol=228.09 homo_ev=-9.3539 smiles=Cc1[nH]nc(Br)c1C(C)(C)C#N max_force_ev_per_a=3.67 de_lowest_kcal_mol=22.6 e_tot_ha=-3049.0707 lumo_ev=0.53
C 0.12565 -2.43926 0.02068 3.379 0.367 1.387 -0.038
C -0.79871 -1.31782 -0.01847 -1.031 1.937 0.527 -0.265
N -2.11603 -1.53177 0.14908 -1.052 0.075 -0.809 0.017
N -2.90007 -0.43007 -0.04089 -0.510 -0.795 0.368 0.032
C -2.06039 0.55456 -0.19806 1.661 -1.692 0.545 -0.756
Br -2.52880 2.30393 -0.50244 -0.832 0.476 0.194 0.861
C -0.70617 0.07704 -0.11550 0.843 1.411 -0.473 -0.139
C 0.51374 1.07083 -0.12059 0.242 -1.530 0.263 -0.495
C 1.83713 0.21854 -0.42366 -1.413 0.807 -0.804 -0.027
C 0.73396 1.75426 1.22379 -2.386 -1.856 0.650 -0.044
C 0.32671 2.03877 -1.22014 0.579 -1.080 -0.563 -0.283
N 0.25065 2.52417 -2.25780 0.126 0.537 0.044 0.166
H -0.23793 -3.42365 -0.17239 -0.855 -0.500 0.195 0.072
H 0.92123 -2.30950 -0.72349 -0.258 0.081 0.023 0.075
H 0.72665 -2.41373 1.01220 -1.114 -0.393 -1.371 0.122
H -2.54525 -2.45015 0.20885 -0.039 0.519 -0.105 0.163
H 1.98999 -0.64251 0.29542 -0.350 1.160 -0.929 0.084
H 2.67748 0.94674 -0.33387 -0.402 -0.876 -0.517 0.093
H 1.55410 -0.09122 -1.48505 1.482 -0.122 1.272 0.112
H 0.72112 0.86201 1.88333 0.505 0.850 0.286 0.104
H 1.61285 2.31882 1.26599 1.482 0.626 0.045 0.065
H -0.09791 2.38003 1.55301 -0.057 -0.002 -0.228 0.078